19
Properties=species:S:1:pos:R:3:lowdin_charge:R:1 method="wB97M-V/def2-TZVPD" lumo_energy_ev="0.84 / -2.47" spin_multiplicity=3 homo_ha="-0.212 / -0.361"
C -0.9152 -1.1772 0.3699 -0.146
C 0.2933 -0.8800 -0.1029 -0.379
C -1.3246 1.3402 -0.7032 -0.121
C 0.6189 0.5142 -0.4790 -0.234
C 1.3988 -1.8803 -0.2498 -0.043
C 1.2843 1.3324 0.5907 -0.088
O -3.4877 -0.3345 -0.1541 -0.381
P -2.1697 0.1194 0.3057 0.583
H -1.2037 -2.1698 0.6873 0.082
H -1.2422 2.3526 -0.3431 0.039
H -1.5546 1.2528 -1.7569 0.054
H 1.0560 0.6321 -1.4641 0.117
H 1.7364 -1.9160 -1.2852 0.087
H 1.0681 -2.8733 0.0440 0.079
H 2.2487 -1.5943 0.3695 0.083
H 0.7950 1.1779 1.5496 0.083
H 1.2650 2.3928 0.3508 0.073
H 2.3305 1.0324 0.6863 0.084
H -2.1974 0.6788 1.5844 0.028

***

11
Properties=species:S:1:pos:R:3:lowdin_charge:R:1 method="wB97M-V/def2-TZVPD" lumo_energy_ev=0.05 homo_ha=-0.344
N 0.2785 1.1970 1.2130 0.063
C 0.0223 0.6165 -0.0776 -0.420
C 1.2866 0.1120 -0.7935 0.060
O 1.0142 -1.1099 -1.1496 0.039
C -0.2863 -1.6010 -0.6862 -0.489
O -0.6471 -2.7140 -0.9173 0.145
N -0.8294 -0.5563 -0.0424 0.139
H -0.0727 2.1442 1.2727 0.076
H 1.2747 1.2216 1.4050 0.073
H -0.4045 1.3558 -0.7744 0.151
H -1.6363 -0.6661 0.5503 0.163

***

18
Properties=species:S:1:pos:R:3:lowdin_charge:R:1 method="wB97M-V/def2-TZVPD" lumo_energy_ev=-1.08 homo_ha=-0.334
C 2.6860 0.2862 1.9361 -0.152
C 0.7740 -0.0867 0.3620 -0.244
C 0.6120 -1.9545 -0.9072 -0.245
C -1.0355 -0.4268 -0.9640 -0.427
C -0.3140 0.4943 -0.2030 -0.172
H 2.6368 -0.5346 2.7749 0.093
H 3.6348 0.0577 1.3143 0.100
H 3.0714 0.9963 2.7360 0.069
H 0.5295 1.2520 1.8619 0.214
H 0.7093 -3.1107 -1.3827 0.169
H -2.3480 0.0567 -2.4146 0.170
H -2.2515 1.2731 -1.0568 0.016
N 1.4492 0.7714 1.2656 -0.024
N 1.3332 -1.3299 -0.0449 0.125
N -0.6650 -1.6666 -1.2566 0.105
N -1.9975 0.2607 -1.4113 0.146
N -1.0171 1.3638 0.6696 0.093
O -2.0046 1.7923 0.0335 -0.037

***

23
Properties=species:S:1:pos:R:3:lowdin_charge:R:1 method="wB97M-V/def2-TZVPD" lumo_energy_ev=1.04 smiles=Cc1ccccc1.CC homo_ha=-0.333
C -0.3332 1.0468 -2.0930 -0.055
C -0.6229 0.1621 -0.9150 -0.292
C -0.6028 -1.2214 -0.8181 -0.069
C -1.0774 -1.9233 0.2821 -0.093
C -1.3884 -1.2399 1.4382 -0.100
C -1.3654 0.1474 1.4126 -0.088
C -1.0121 0.8184 0.2560 -0.080
H 0.5018 0.8022 -2.7440 0.080
H -0.2861 2.0698 -1.7364 0.067
H -1.1965 0.9850 -2.7695 0.085
H -0.4386 -1.8548 -1.6857 0.111
H -1.1760 -2.9971 0.3102 0.101
H -1.6854 -1.7239 2.3592 0.100
H -1.6098 0.7038 2.3146 0.104
H -1.0445 1.8999 0.2247 0.107
C 2.4346 0.1221 0.7584 -0.156
C 2.5275 1.3923 -0.0780 -0.163
H 1.8393 -0.5936 0.2023 0.043
H 3.3861 -0.4008 0.9093 0.065
H 1.9844 0.3658 1.7144 0.065
H 3.0060 1.2543 -1.0418 0.064
H 1.5314 1.8381 -0.1652 0.038
H 3.0457 2.1947 0.4707 0.065

***

18
Properties=species:S:1:pos:R:3:lowdin_charge:R:1 method="wB97M-V/def2-TZVPD" lumo_energy_ev=0.86 smiles=C[C@H]1CO[C@H]2C[C@@]21O homo_ha=-0.314
C -1.4966 -0.1690 -1.6948 -0.057
C -1.2105 0.1325 -0.1202 -0.217
C -0.7265 -1.2733 0.4446 -0.130
O 0.6171 -1.1306 1.1417 -0.101
C 0.6072 0.3232 1.3609 -0.167
C 1.2886 1.4554 0.5933 0.003
C 0.1628 0.7904 -0.0649 -0.334
O 0.9552 0.0596 -1.1331 -0.072
H -1.4531 0.7569 -2.2375 0.057
H -0.5815 -0.8120 -2.0060 0.099
H -2.4698 -0.7325 -1.6897 0.085
H -1.9140 0.6633 0.5741 0.150
H -0.7381 -2.0821 -0.3916 0.132
H -1.4984 -1.7720 1.1735 0.136
H -0.1079 0.5309 2.0761 0.116
H 1.0935 2.4628 0.9709 0.109
H 2.3184 1.3314 0.1633 0.140
H 1.0222 0.6656 -1.8154 0.053

***

51
Properties=species:S:1:pos:R:3:lowdin_charge:R:1 method="wB97M-V/def2-TZVPD" lumo_energy_ev=2.32 charge=-1 homo_ha=-0.101
O 0.9190 0.2462 -2.6325 -0.084
C 0.7940 1.4018 -3.5689 -0.157
C 0.7190 0.5996 -4.8390 -0.101
H 1.6942 2.0043 -3.4659 0.127
H -0.1060 2.0255 -3.4145 0.107
C 0.7570 -0.5823 -3.8403 -0.563
H 1.5938 0.6926 -5.4906 0.111
H -0.2204 0.6359 -5.3874 0.111
C 1.9634 -1.3776 -4.2777 -0.038
H 2.9027 -0.8212 -4.2017 0.093
H 1.8398 -1.6237 -5.3444 0.091
H 2.0644 -2.3210 -3.7473 0.080
C -0.5360 -1.3897 -3.8847 -0.019
H -1.3719 -0.7872 -3.4973 0.086
H -0.4300 -2.2665 -3.2266 0.093
H -0.7214 -1.6894 -4.9395 0.097
Sn 0.5364 -0.1768 2.4375 1.071
C -1.9278 -0.4470 4.4025 -0.185
C -1.1474 0.7361 4.1335 -0.331
C -1.5630 1.2318 2.8258 -0.346
H -0.5882 1.3082 4.8846 0.079
C -2.5465 0.3360 2.3015 -0.220
C -2.8066 -0.6511 3.3006 -0.173
H -3.6290 -1.3712 3.2523 0.070
H -1.9465 -1.0030 5.3564 0.085
H -1.3137 2.2001 2.3919 0.066
H -3.1164 0.5194 1.3791 0.072
C 1.4219 -2.0428 4.6677 -0.180
C 0.9007 -3.0947 3.8638 -0.181
C 1.4561 -3.0057 2.5713 -0.227
H 0.2596 -3.8935 4.2265 0.076
C 2.2577 -1.8089 2.5061 -0.406
C 2.2978 -1.2516 3.8650 -0.343
H 3.0376 -0.5189 4.1899 0.063
H 1.3253 -1.9635 5.7497 0.084
H 1.3980 -3.7373 1.7754 0.073
H 2.8847 -1.4952 1.6701 0.081
O 0.1167 1.0399 0.1139 -0.314
C -1.0697 0.5048 -0.6160 -0.202
C -1.8947 1.7048 -1.0279 -0.146
H -1.6379 -0.2201 -0.0041 0.094
H -0.6631 -0.0729 -1.4515 0.080
C -0.7671 2.7414 -1.1944 -0.182
H -2.5763 1.9784 -0.2051 0.104
H -2.5118 1.5023 -1.9162 0.111
C 0.1684 2.5481 0.0019 -0.158
H -1.0884 3.7105 -1.6184 0.120
H -0.0100 2.3650 -1.8908 0.043
H -0.1526 3.0362 0.9439 0.088
H 1.2138 2.8290 -0.1784 0.116
Cl 1.8204 1.7146 3.0504 -0.016